Entry 1:
The following is a DFT calculation (ωB97M-V with the def2-TZVPD basis set) of 7 unconnected molecules or ions with the total composition C15H40Br2IO10PS6.

```
75
Properties=species:S:1:pos:R:3:forces:R:3:lowdin_charge:R:1
C 4.522 -0.066 -1.579 -0.892 0.997 -0.686 -0.16
C 3.117 -0.164 -2.367 -1.210 0.212 1.797 -0.60
Br 3.253 -0.436 -4.341 -0.195 -0.046 2.187 0.74
C 1.867 -0.033 -1.710 3.281 -0.338 -2.271 -0.68
Br 1.892 0.235 0.260 -0.361 -0.419 -1.948 0.75
O 0.688 -0.142 -2.503 -0.884 1.581 2.261 -0.35
P -0.614 0.745 -1.879 -1.847 3.274 0.803 0.44
O -0.259 2.132 -1.333 -0.542 -3.772 -0.929 -0.34
O -1.746 1.007 -3.141 1.937 -0.928 2.134 -0.19
O -1.426 -0.271 -0.762 2.075 1.160 -3.202 -0.80
I -1.418 -2.115 -1.680 -0.457 -0.248 0.957 1.08
H 4.683 -0.953 -0.887 -0.205 1.139 -0.969 0.08
H 5.396 0.092 -2.308 -1.493 -0.558 1.020 0.08
H 4.443 0.909 -0.976 0.230 -1.571 -0.632 0.06
H -2.289 1.782 -2.844 0.749 -0.628 -0.234 0.08
C 2.981 4.413 -7.236 -0.007 0.030 -0.103 -0.27
S 3.412 3.519 -5.728 0.057 -0.213 -0.094 0.79
O 4.611 2.680 -6.031 -0.340 0.205 0.004 -0.57
C 1.973 2.429 -5.735 -0.155 0.118 0.005 -0.30
H 3.773 5.132 -7.448 -0.006 -0.079 0.103 0.05
H 2.893 3.715 -8.070 0.035 -0.050 0.097 0.06
H 2.040 4.945 -7.089 0.044 -0.031 0.066 0.05
H 1.946 1.854 -6.662 0.100 0.037 0.017 0.06
H 1.064 3.026 -5.636 0.070 0.058 0.001 0.06
H 2.052 1.748 -4.888 0.004 0.268 -0.130 -0.05
C -1.536 5.605 -0.789 0.024 0.097 -0.042 -0.27
S -2.937 4.527 -1.148 0.026 0.073 -0.087 0.79
O -3.337 4.767 -2.568 0.087 -0.067 0.340 -0.55
C -4.126 5.397 -0.102 -0.066 0.121 0.003 -0.27
H -0.683 5.266 -1.376 -0.160 -0.101 0.000 0.01
H -1.777 6.634 -1.062 -0.068 -0.074 -0.057 0.07
H -1.291 5.545 0.273 -0.054 -0.099 -0.022 0.06
H -4.208 6.439 -0.420 0.050 -0.058 -0.054 0.06
H -3.801 5.346 0.938 0.031 -0.043 -0.052 0.05
H -5.096 4.910 -0.202 0.118 -0.034 -0.060 0.05
C 0.369 -7.029 0.747 0.121 -0.048 -0.063 -0.26
S -1.033 -6.031 0.206 -0.027 0.029 0.342 0.81
O -0.496 -4.933 -0.659 0.047 -0.097 -0.026 -0.68
C -1.392 -5.315 1.820 -0.221 -0.007 -0.198 -0.29
H 0.781 -7.543 -0.122 -0.098 0.097 -0.021 0.05
H 1.135 -6.389 1.187 -0.098 0.055 -0.024 0.06
H 0.030 -7.767 1.476 -0.094 0.120 0.012 0.04
H -0.516 -4.780 2.193 0.010 -0.034 -0.084 0.06
H -1.673 -6.109 2.518 0.148 0.190 -0.274 0.01
H -2.223 -4.618 1.711 0.119 -0.038 -0.214 0.02
C -2.749 -7.627 6.000 -0.084 -0.100 -0.070 -0.26
S -1.148 -7.105 5.352 0.008 0.052 0.101 0.85
O -1.157 -7.360 3.877 0.022 -0.478 0.579 -0.58
C -0.189 -8.427 6.122 -0.001 -0.149 -0.072 -0.27
H -3.513 -6.955 5.610 0.151 0.039 -0.006 0.05
H -2.966 -8.648 5.680 0.090 0.036 -0.035 0.06
H -2.738 -7.568 7.089 0.064 0.053 -0.055 0.06
H -0.564 -9.398 5.795 -0.030 0.072 -0.034 0.06
H -0.260 -8.342 7.208 -0.023 0.072 -0.055 0.05
H 0.853 -8.319 5.819 -0.107 0.089 -0.026 0.05
C 3.722 5.991 -1.661 0.096 0.057 -0.023 -0.26
S 1.963 6.152 -1.293 0.042 0.136 -0.184 0.79
O 1.396 7.157 -2.241 0.208 -0.202 0.333 -0.55
C 2.177 6.973 0.302 0.064 0.101 0.052 -0.26
H 3.827 5.531 -2.644 -0.129 0.004 0.057 0.04
H 4.193 6.976 -1.670 -0.105 0.004 0.013 0.06
H 4.196 5.354 -0.912 -0.079 -0.004 -0.013 0.05
H 2.744 7.896 0.172 -0.035 -0.040 -0.076 0.06
H 2.700 6.304 0.988 -0.036 -0.025 -0.061 0.05
H 1.191 7.206 0.706 0.026 -0.061 -0.118 0.04
C -4.169 -1.944 3.572 -0.079 0.078 0.053 -0.26
S -2.479 -2.561 3.718 -0.001 0.118 0.249 0.80
O -2.317 -3.098 5.104 -0.100 0.164 -0.318 -0.56
C -1.682 -0.942 3.668 -0.011 0.106 0.039 -0.25
H -4.851 -2.793 3.618 0.132 -0.010 0.000 0.05
H -4.389 -1.258 4.391 0.087 -0.048 0.006 0.06
H -4.290 -1.436 2.613 0.064 -0.049 0.012 0.05
H -2.055 -0.318 4.482 -0.030 -0.103 0.009 0.06
H -1.883 -0.467 2.706 0.011 -0.084 -0.010 0.05
H -0.607 -1.083 3.783 -0.098 -0.108 -0.018 0.05
```
Positions in Å, forces in eV/Å.

As for the charge: 0.


Entry 2:
The following is a DFT calculation (ωB97M-V with the def2-TZVPD basis set) of a molecular structure, C15H40FGaNO3.

```
61
Properties=species:S:1:pos:R:3:forces:R:3:lowdin_charge:R:1
C 1.914 0.034 -0.058 -0.097 -0.061 0.057 -0.12
C 0.411 0.024 -0.350 0.011 0.087 0.013 -0.25
C -0.351 1.219 0.272 0.056 0.076 0.060 -0.37
N -0.947 2.133 -0.684 -0.035 -0.207 -0.014 -0.18
Ga -2.874 2.383 -0.771 -0.130 0.218 -0.082 0.23
C -3.734 1.241 0.678 -0.038 -0.029 0.033 -0.35
C -3.804 -0.263 0.369 -0.007 -0.063 0.035 -0.30
C -5.011 -0.587 -0.491 -0.046 -0.033 -0.065 -0.22
F -4.721 -1.600 -1.444 -0.047 0.046 0.187 -0.11
H 2.279 1.062 -0.004 0.064 -0.034 -0.093 0.05
H 2.143 -0.436 0.902 -0.006 0.076 0.043 0.07
H 2.481 -0.508 -0.817 0.034 -0.025 0.002 0.05
H -0.024 -0.917 -0.003 0.004 -0.055 -0.084 0.09
H 0.257 0.056 -1.431 -0.060 -0.015 -0.005 0.09
H -1.125 0.835 0.947 0.006 0.024 -0.002 0.07
H 0.366 1.747 0.930 -0.006 -0.035 0.013 0.08
H -0.528 1.990 -1.594 0.005 0.064 0.018 0.00
H -3.265 3.946 -0.525 0.053 -0.066 0.028 -0.13
H -3.436 1.926 -2.229 0.069 -0.029 -0.002 -0.11
H -3.239 1.397 1.642 0.016 0.038 -0.033 0.03
H -4.751 1.634 0.809 -0.026 -0.059 0.080 0.03
H -3.852 -0.857 1.291 0.005 -0.091 -0.053 0.09
H -2.921 -0.614 -0.177 0.026 0.128 -0.020 0.09
H -5.846 -0.970 0.103 0.004 0.059 -0.038 0.10
H -5.333 0.289 -1.056 0.117 -0.051 -0.078 0.10
C -6.556 -4.350 -0.686 -0.029 0.090 -0.012 -0.06
C -6.630 -4.215 0.825 0.019 -0.048 -0.006 -0.50
C -7.209 -5.459 1.484 -0.009 0.021 0.027 -0.07
O -7.375 -3.058 1.202 -0.047 -0.031 0.036 -0.06
H -7.561 -4.488 -1.098 0.005 -0.033 0.001 0.08
H -6.117 -3.456 -1.127 0.014 -0.004 0.000 0.06
H -5.950 -5.211 -0.973 -0.001 -0.011 0.008 0.08
H -5.629 -4.031 1.220 0.001 0.015 -0.016 0.14
H -8.229 -5.633 1.127 0.008 -0.016 -0.009 0.08
H -7.242 -5.339 2.567 -0.002 0.004 0.001 0.07
H -6.614 -6.342 1.248 0.006 0.000 -0.005 0.08
H -8.266 -3.151 0.846 0.038 0.033 -0.023 0.08
C 4.650 2.478 3.262 -0.126 0.043 -0.057 -0.06
C 5.118 2.195 1.845 0.120 -0.045 0.040 -0.50
C 6.444 2.867 1.532 -0.021 0.030 -0.052 -0.05
O 4.127 2.571 0.887 0.056 0.021 -0.007 -0.06
H 4.506 3.553 3.407 0.019 -0.003 0.018 0.08
H 3.701 1.980 3.456 0.001 -0.001 0.000 0.08
H 5.385 2.132 3.991 0.013 -0.004 -0.004 0.08
H 5.225 1.118 1.704 0.006 0.006 0.019 0.13
H 6.349 3.953 1.624 0.014 -0.004 0.019 0.08
H 6.750 2.629 0.514 -0.002 -0.013 0.012 0.06
H 7.225 2.535 2.218 -0.006 -0.003 0.012 0.08
H 3.983 3.522 0.949 -0.055 -0.032 -0.013 0.10
C 6.288 1.694 -2.550 0.002 0.012 0.031 -0.06
C 5.798 0.339 -2.059 -0.048 0.034 -0.023 -0.50
C 4.669 -0.198 -2.925 -0.015 -0.005 0.028 -0.06
O 5.409 0.409 -0.694 0.034 -0.015 -0.031 -0.06
H 5.476 2.423 -2.502 0.003 0.001 -0.012 0.09
H 7.106 2.053 -1.924 0.003 -0.001 -0.006 0.07
H 6.637 1.638 -3.583 -0.002 -0.006 -0.005 0.08
H 6.630 -0.370 -2.071 0.000 0.003 -0.017 0.13
H 3.814 0.482 -2.892 -0.001 0.000 -0.012 0.08
H 4.340 -1.171 -2.561 -0.002 0.000 0.003 0.08
H 4.984 -0.299 -3.965 0.009 0.002 -0.001 0.08
H 4.676 1.036 -0.606 0.022 0.000 0.057 0.06
```
Positions in Å, forces in eV/Å.

As for the charge: -1. The relative energy (zero: lowest compared OMol25 entry of this formula, charge and spin) is 1.9 kcal/mol.


Entry 3:
The following is a DFT calculation (ωB97M-V with the def2-TZVPD basis set) of a molecular structure, C15H41AlN2O14P3.

```
76
Properties=species:S:1:pos:R:3:forces:R:3:lowdin_charge:R:1
Al 19.082 4.096 -6.675 1.197 -2.186 -0.143 1.38
C 22.440 2.050 -7.959 0.262 0.714 -1.008 -0.26
O 21.456 2.510 -7.397 -0.445 -0.101 0.946 0.00
N 23.720 2.232 -7.545 -0.717 -0.428 -0.001 -0.10
C 24.832 1.692 -8.318 1.069 -0.064 1.124 0.01
C 23.974 2.360 -6.118 0.086 -0.876 0.313 0.01
H 22.366 1.479 -8.895 -0.036 0.158 -0.056 0.15
H 24.838 1.774 -9.400 -0.624 0.373 0.054 0.11
H 25.038 0.647 -8.052 -0.335 -0.108 -0.022 0.12
H 25.688 2.212 -7.883 0.233 0.048 -0.565 0.11
H 24.941 2.799 -5.890 -0.027 0.141 -0.232 0.11
H 23.184 2.788 -5.507 -0.218 0.441 -0.634 0.08
H 23.997 1.305 -5.802 0.357 0.077 0.369 0.12
C 19.601 2.704 -2.932 -1.107 -0.634 0.341 -0.25
O 19.569 3.089 -4.093 0.490 1.057 -0.556 -0.03
N 19.291 3.447 -1.838 2.052 0.215 -0.378 -0.09
C 19.571 2.895 -0.520 -1.176 0.445 0.166 0.02
C 19.070 4.875 -1.930 -0.479 0.000 -1.094 0.02
H 19.808 1.654 -2.691 0.146 0.051 0.047 0.16
H 20.011 3.688 0.083 -0.084 -0.112 0.166 0.12
H 20.186 2.000 -0.480 -0.026 -0.023 -0.461 0.11
H 18.557 2.662 -0.160 0.330 -0.123 0.660 0.13
H 19.955 5.496 -1.748 0.262 -0.449 0.539 0.11
H 18.864 5.089 -2.979 -0.482 0.067 0.158 0.09
H 18.264 5.173 -1.260 -0.004 0.036 -0.016 0.13
C 21.374 -0.343 -5.380 -0.367 1.677 -0.164 -0.05
O 20.085 -0.861 -5.710 -0.328 -0.227 0.249 -0.20
P 19.055 -0.055 -6.586 -1.016 -1.155 -1.293 0.40
O 18.824 1.352 -6.152 0.313 1.155 -0.305 -0.26
O 17.731 -0.924 -6.543 1.273 0.078 0.397 -0.18
C 17.422 -1.743 -5.391 -1.767 0.554 0.725 -0.04
O 19.478 -0.183 -8.110 -0.267 0.975 0.895 -0.21
C 19.990 -1.408 -8.596 1.515 -1.622 -0.264 -0.08
H 21.819 -0.851 -4.532 0.000 -0.673 -0.469 0.11
H 21.243 0.697 -5.048 0.004 -0.036 -0.084 0.07
H 21.935 -0.290 -6.316 0.535 -0.449 0.384 0.08
H 17.415 -2.805 -5.616 0.707 0.067 -0.150 0.11
H 16.386 -1.512 -5.127 0.000 0.019 -0.256 0.10
H 17.969 -1.427 -4.506 0.520 -0.443 -0.196 0.09
H 21.087 -1.384 -8.564 -0.090 0.206 0.058 0.09
H 19.753 -1.640 -9.634 -0.582 0.668 0.047 0.11
H 19.729 -2.296 -8.015 -0.433 0.310 0.175 0.10
C 16.574 0.701 -9.663 -0.708 -0.873 0.721 -0.05
O 17.834 1.022 -10.235 0.487 0.981 -0.381 -0.18
P 18.385 2.490 -10.427 -0.865 -1.355 -2.028 0.41
O 19.015 3.004 -9.178 0.523 0.917 1.359 -0.30
O 17.156 3.274 -10.991 0.079 0.360 0.812 -0.18
C 17.269 4.672 -11.317 -0.259 0.611 -2.027 -0.05
O 19.323 2.364 -11.722 -0.615 0.221 1.247 -0.17
C 20.628 1.768 -11.644 0.410 0.307 0.723 -0.05
H 16.648 0.563 -8.580 0.274 0.156 -0.011 0.08
H 16.304 -0.276 -10.065 -0.054 0.143 -0.118 0.11
H 15.769 1.409 -9.850 0.303 0.205 -0.368 0.10
H 16.683 4.867 -12.221 -0.185 -0.591 0.055 0.11
H 18.273 4.880 -11.687 0.190 0.281 0.691 0.09
H 16.825 5.389 -10.631 0.498 -0.482 0.798 0.10
H 20.860 1.684 -10.578 0.335 -0.237 -0.154 0.05
H 21.346 2.441 -12.107 -0.134 0.024 -0.074 0.10
H 20.687 0.794 -12.126 -0.427 0.042 -0.047 0.11
C 22.815 4.501 -2.711 -0.029 -0.402 -0.385 -0.05
O 22.128 5.759 -2.796 -0.252 -0.276 -0.346 -0.21
P 21.796 6.438 -4.180 1.153 3.202 0.673 0.41
O 20.957 5.638 -5.087 -0.930 -0.573 -0.775 -0.30
O 23.242 6.816 -4.748 -0.727 -0.693 0.627 -0.22
C 23.456 7.486 -5.995 0.451 -0.620 -1.044 -0.06
O 21.189 7.880 -3.739 0.044 -3.184 -1.156 -0.19
C 22.044 8.832 -3.147 -0.417 2.849 1.060 -0.10
H 23.884 4.691 -2.738 0.042 -0.099 0.473 0.11
H 22.593 3.807 -3.528 -0.247 0.429 -0.320 0.06
H 22.447 3.981 -1.831 0.432 0.334 0.371 0.09
H 22.672 7.210 -6.701 -0.134 0.337 0.043 0.09
H 24.383 7.084 -6.406 -0.001 -0.033 0.144 0.10
H 23.606 8.561 -5.929 -0.447 0.003 0.489 0.10
H 21.797 9.808 -3.586 0.266 -0.370 -0.545 0.11
H 23.118 8.695 -3.206 -0.106 -0.565 -0.088 0.10
H 21.715 9.062 -2.126 0.310 -0.868 0.113 0.10
```
Positions in Å, forces in eV/Å.

As for the charge: +3.


| no. | lowest unoccupied orbital energy (hartree) | HOMO-LUMO gap (eV) | strongest force on any atom (eV/A) |
| --- | --- | --- | --- |
| 1 | -0.0358 | 7.7113 | 4.00 |
| 2 | 0.0930 | 6.1025 | 0.27 |
| 3 | -0.5431 | 2.7579 | 3.47 |